i.
DFT (the ωB97M-V functional and the def2-TZVPD basis) results for a cluster of 2 separate species, C3H11N3 in total.

Frontier orbital gap = 8.74 eV
Highest occupied orbital energy = -0.2873 Ha
Structure (SMILES) = C/C=N\C.NN
LUMO energy = 0.92 eV
Net charge = 0

Positions of all 17 atoms, in Å:
C 1.04 1.41 -0.02
C 0.34 0.30 -0.76
N 0.71 -1.00 -0.70
C 1.60 -1.42 0.37
H 0.46 2.33 -0.08
H 1.22 1.16 1.03
H 2.01 1.60 -0.49
H -0.07 0.61 -1.72
H 1.85 -2.48 0.22
H 2.55 -0.87 0.39
H 1.16 -1.34 1.38
N -1.42 -0.07 0.10
N -2.73 0.23 -0.42
H -1.34 0.03 1.11
H -0.90 -1.03 -0.21
H -3.12 1.06 0.03
H -3.36 -0.54 -0.23



ii.
DFT (the ωB97M-V functional and the def2-TZVPD basis) results for a cluster of 2 separate species, C3H11N3 in total.

Frontier orbital gap (spin up / spin down) = 8.19 / 6.80 eV
Highest occupied orbital energy (spin up / spin down) = -0.2663 / -0.2155 Ha
LUMO energy (spin up / spin down) = 0.94 / 0.94 eV
Net charge = 0

Positions of all 17 atoms, in Å:
C 1.04 -0.45 -1.23
C 1.40 0.59 1.14
C -1.76 1.38 0.13
N -1.10 -1.61 -0.08
N 0.78 -0.36 0.19
N -0.47 -0.66 0.56
H 2.13 -0.16 -1.47
H 0.93 -1.49 -1.69
H 0.24 0.07 -1.65
H 0.78 0.69 2.03
H 2.29 0.21 1.61
H 1.64 1.58 0.70
H -0.98 1.92 0.70
H -1.52 0.95 -0.80
H -2.62 1.04 0.66
H -0.76 -1.86 -1.00
H -2.01 -1.85 0.21



iii.
DFT (the ωB97M-V functional and the def2-TZVPD basis) results for a cluster of 2 separate species, C3H11N3 in total.

Frontier orbital gap = 10.70 eV
Highest occupied orbital energy = -0.3506 Ha
Structure (SMILES) = [H]/N=N/N.CCC
LUMO energy = 1.16 eV
Net charge = 0

Positions of all 17 atoms, in Å:
H 0.81 -0.21 -3.37
N 0.00 0.38 -3.18
N -1.01 -0.35 -3.00
N -2.12 0.29 -2.75
H -2.95 -0.26 -2.62
H -2.15 1.31 -2.72
C 0.68 0.19 2.85
C 0.16 0.21 1.41
C 1.06 -0.63 0.50
H 1.72 0.50 2.87
H 0.10 0.86 3.48
H 0.60 -0.81 3.26
H 0.13 1.23 1.04
H -0.86 -0.19 1.39
H 2.05 -0.20 0.46
H 1.14 -1.65 0.89
H 0.65 -0.67 -0.51



Of them, iii has the highest stability.



i.
DFT (the ωB97M-V functional and the def2-TZVPD basis) results for a cluster of 2 separate species, C3H11N3 in total.

Frontier orbital gap (spin up / spin down) = 9.26 / 7.08 eV
Highest occupied orbital energy (spin up / spin down) = -0.3196 / -0.2729 Ha
LUMO energy (spin up / spin down) = 0.57 / -0.34 eV
Net charge = 0

Positions of all 17 atoms, in Å:
C -1.89 -0.80 0.77
N 0.40 -0.79 0.26
N 1.67 -0.68 0.88
H 0.33 -1.69 -0.21
H 1.55 -0.47 1.86
H 2.25 -1.50 0.76
H -2.16 0.21 1.04
H -2.51 -1.26 0.01
H -1.58 -1.43 1.58
C 0.25 1.65 -0.31
C 0.09 0.23 -0.84
N 0.68 -0.15 -1.99
H 1.10 0.65 -2.47
H -1.05 -0.02 -0.78
H -0.14 2.36 -1.05
H -0.29 1.80 0.63
H 1.31 1.87 -0.14



ii.
DFT (the ωB97M-V functional and the def2-TZVPD basis) results for a cluster of 2 separate species, C3H11N3 in total.

Frontier orbital gap = 9.89 eV
Highest occupied orbital energy = -0.3304 Ha
Structure (SMILES) = [H]/N=C/N.CCN
LUMO energy = 0.90 eV
Net charge = 0

Positions of all 17 atoms, in Å:
H -3.71 0.13 -4.25
N -3.08 -0.38 -3.64
C -2.23 0.18 -2.89
N -1.45 -0.68 -2.13
H -2.02 1.20 -2.58
H -1.70 -1.65 -2.08
H -0.74 -0.24 -1.57
C 2.79 1.21 2.91
C 2.38 -0.22 2.56
N 0.93 -0.31 2.35
H 3.88 1.35 2.96
H 2.47 1.90 2.12
H 2.48 1.56 3.90
H 2.87 -0.44 1.61
H 2.84 -0.99 3.19
H 0.57 -1.06 2.91
H 0.49 0.58 2.33



Of them, ii has the highest stability.



i.
DFT (the ωB97M-V functional and the def2-TZVPD basis) results for the molecule C17H20N2O5.

Frontier orbital gap = 8.62 eV
Highest occupied orbital energy = -0.3038 Ha
Structure (SMILES) = CC(C)CNC(=O)COCc1cc(-c2ccc3c(c2)OCO3)on1
LUMO energy = 0.35 eV
Net charge = 0

Positions of all 44 atoms, in Å:
C 0.14 3.81 1.59
C 1.60 3.69 2.04
C 2.42 2.93 1.01
C 1.69 3.01 3.42
N 1.23 1.64 3.40
C 2.05 0.59 3.53
O 3.24 0.66 3.75
C 1.35 -0.76 3.36
O -0.04 -0.60 3.21
C -0.71 -1.77 2.77
C -0.47 -2.03 1.32
C -1.32 -1.73 0.23
C -0.60 -2.11 -0.88
C -0.90 -2.07 -2.29
C 0.07 -2.48 -3.21
C -0.17 -2.46 -4.58
C -1.40 -2.03 -5.00
C -2.38 -1.63 -4.08
C -2.16 -1.63 -2.73
O -3.51 -1.25 -4.76
C -3.21 -1.44 -6.13
O -1.90 -1.92 -6.26
O 0.59 -2.59 -0.46
N 0.66 -2.54 0.88
H 0.08 4.37 0.66
H -0.29 2.82 1.41
H -0.46 4.32 2.34
H 2.01 4.70 2.16
H 3.45 2.83 1.35
H 2.42 3.45 0.06
H 2.02 1.93 0.86
H 2.74 2.98 3.74
H 1.11 3.58 4.15
H 0.26 1.46 3.21
H 1.57 -1.38 4.25
H 1.79 -1.26 2.49
H -0.38 -2.64 3.36
H -1.77 -1.59 2.95
H -2.30 -1.30 0.28
H 1.03 -2.81 -2.84
H 0.58 -2.78 -5.29
H -2.92 -1.32 -2.04
H -3.92 -2.16 -6.57
H -3.31 -0.48 -6.66



ii.
DFT (the ωB97M-V functional and the def2-TZVPD basis) results for the molecule C17H20N2O5.

Frontier orbital gap = 9.40 eV
Highest occupied orbital energy = -0.3251 Ha
Structure (SMILES) = CCOC(=O)C1=C(COC(=O)Cc2ccccc2)NC(=O)N[C@@H]1C
LUMO energy = 0.56 eV
Net charge = 0

Positions of all 44 atoms, in Å:
C -0.05 -3.89 0.39
C 1.41 -3.50 0.32
O 1.49 -2.08 0.42
C 2.69 -1.53 0.16
O 3.65 -2.20 -0.13
C 2.73 -0.06 0.24
C 1.75 0.78 0.64
C 0.37 0.38 1.12
O -0.56 0.38 0.04
C -1.13 1.54 -0.28
O -0.86 2.59 0.25
C -2.19 1.35 -1.34
C -3.44 0.88 -0.63
C -3.58 -0.46 -0.28
C -4.70 -0.90 0.39
C -5.70 0.00 0.74
C -5.56 1.34 0.41
C -4.43 1.77 -0.27
N 1.97 2.13 0.65
C 3.24 2.71 0.59
O 3.40 3.89 0.81
N 4.24 1.83 0.36
C 4.03 0.53 -0.26
C 4.02 0.64 -1.79
H -0.15 -4.97 0.30
H -0.61 -3.42 -0.41
H -0.48 -3.59 1.34
H 1.86 -3.81 -0.63
H 1.99 -3.95 1.13
H 0.37 -0.63 1.51
H 0.03 1.09 1.88
H -2.37 2.30 -1.84
H -1.85 0.60 -2.05
H -2.80 -1.16 -0.55
H -4.80 -1.94 0.65
H -6.57 -0.34 1.27
H -6.33 2.04 0.68
H -4.33 2.82 -0.52
H 1.20 2.75 0.85
H 5.16 2.23 0.27
H 4.85 -0.13 0.04
H 3.19 1.26 -2.12
H 3.91 -0.36 -2.22
H 4.95 1.08 -2.14



Of them, ii has the highest stability.



i.
DFT (the ωB97M-V functional and the def2-TZVPD basis) results for the molecule C23H40N4O3.

Frontier orbital gap = 9.10 eV
Highest occupied orbital energy = -0.3207 Ha
Structure (SMILES) = CCCCN(c1c(N)n(CCCC)c(=O)[nH]c1=O)C(=O)[C@H]1CC[C@H](CCCC)CC1
LUMO energy = 0.38 eV
Net charge = 0

Positions of all 70 atoms, in Å:
C -2.73 5.17 0.62
C -3.36 4.14 -0.30
C -4.07 3.02 0.45
C -3.15 2.18 1.35
N -2.09 1.52 0.61
C -2.46 0.41 -0.20
C -2.56 -0.83 0.38
N -2.20 -1.01 1.68
N -2.96 -1.93 -0.34
C -2.97 -3.26 0.23
C -1.55 -3.83 0.38
C -1.58 -5.22 1.01
C -0.17 -5.79 1.15
C -3.27 -1.83 -1.70
O -3.63 -2.78 -2.34
N -3.15 -0.58 -2.23
C -2.73 0.60 -1.60
O -2.62 1.62 -2.25
C -0.81 1.99 0.71
O -0.52 2.86 1.51
C 0.23 1.32 -0.17
C 0.98 0.26 0.65
C 2.08 -0.39 -0.18
C 3.08 0.66 -0.68
C 4.19 0.05 -1.53
C 5.10 -0.96 -0.81
C 5.81 -0.41 0.42
C 6.73 0.77 0.12
C 2.33 1.72 -1.49
C 1.22 2.37 -0.67
H -3.46 5.56 1.33
H -1.89 4.75 1.17
H -2.35 6.01 0.03
H -4.09 4.62 -0.95
H -2.59 3.70 -0.94
H -4.55 2.36 -0.28
H -4.86 3.44 1.09
H -3.76 1.43 1.87
H -2.67 2.82 2.08
H -2.55 -1.80 2.20
H -2.01 -0.17 2.20
H -3.53 -3.88 -0.47
H -3.50 -3.25 1.19
H -0.95 -3.16 1.00
H -1.09 -3.88 -0.60
H -2.05 -5.18 1.99
H -2.18 -5.89 0.38
H 0.44 -5.15 1.79
H 0.31 -5.87 0.18
H -0.21 -6.78 1.60
H -3.36 -0.50 -3.22
H -0.25 0.84 -1.02
H 1.41 0.74 1.53
H 0.28 -0.51 0.99
H 2.60 -1.13 0.43
H 1.64 -0.90 -1.04
H 3.52 1.16 0.19
H 3.73 -0.46 -2.39
H 4.81 0.85 -1.93
H 5.85 -1.30 -1.53
H 4.51 -1.83 -0.52
H 5.08 -0.12 1.18
H 6.41 -1.22 0.85
H 7.43 0.50 -0.67
H 7.29 1.05 1.00
H 6.16 1.63 -0.21
H 3.02 2.49 -1.83
H 1.89 1.25 -2.38
H 0.69 3.10 -1.27
H 1.64 2.89 0.19



ii.
DFT (the ωB97M-V functional and the def2-TZVPD basis) results for the molecule C23H40N4O3.

Frontier orbital gap = 9.07 eV
Highest occupied orbital energy = -0.3161 Ha
Structure (SMILES) = CCCCN(c1c(N)n(CCCC)c(=O)[nH]c1=O)C(=O)[C@H]1CC[C@H](CCCC)CC1
LUMO energy = 0.47 eV
Net charge = 0

Positions of all 70 atoms, in Å:
C 5.98 -2.86 2.05
C 5.39 -1.79 2.97
C 4.16 -1.11 2.38
C 2.95 -2.05 2.34
N 1.77 -1.42 1.75
C 1.80 -1.29 0.34
C 2.06 -0.06 -0.22
N 2.36 1.02 0.56
N 2.09 0.10 -1.58
C 2.29 1.41 -2.19
C 0.99 2.22 -2.24
C 1.22 3.60 -2.85
C -0.07 4.41 -2.90
C 1.90 -0.97 -2.45
O 1.89 -0.82 -3.65
N 1.74 -2.18 -1.85
C 1.68 -2.46 -0.48
O 1.55 -3.61 -0.10
C 0.74 -1.08 2.58
O 0.91 -1.06 3.79
C -0.64 -0.77 2.01
C -1.22 -1.97 1.25
C -2.69 -1.71 0.94
C -2.87 -0.44 0.10
C -4.35 -0.22 -0.21
C -4.60 0.90 -1.23
C -6.04 0.93 -1.74
C -7.04 1.31 -0.66
C -2.26 0.74 0.85
C -0.78 0.49 1.15
H 6.90 -3.26 2.49
H 5.29 -3.68 1.91
H 6.22 -2.43 1.08
H 5.13 -2.24 3.93
H 6.15 -1.03 3.16
H 4.39 -0.76 1.38
H 3.90 -0.25 3.00
H 2.68 -2.36 3.35
H 3.17 -2.94 1.74
H 2.16 1.95 0.23
H 2.24 0.86 1.55
H 2.62 1.22 -3.22
H 3.08 1.94 -1.66
H 0.57 2.34 -1.24
H 0.26 1.68 -2.84
H 1.96 4.15 -2.26
H 1.62 3.49 -3.86
H -0.82 3.89 -3.51
H 0.11 5.39 -3.34
H -0.48 4.55 -1.91
H 1.64 -2.97 -2.47
H -1.25 -0.62 2.91
H -0.67 -2.13 0.32
H -1.12 -2.87 1.86
H -3.10 -2.57 0.39
H -3.25 -1.61 1.87
H -2.33 -0.57 -0.84
H -4.76 -1.15 -0.61
H -4.88 0.01 0.71
H -3.93 0.74 -2.09
H -4.35 1.87 -0.79
H -6.10 1.66 -2.55
H -6.30 -0.04 -2.15
H -8.04 1.40 -1.08
H -6.77 2.26 -0.20
H -7.08 0.55 0.12
H -2.35 1.65 0.25
H -2.80 0.90 1.79
H -0.36 1.35 1.68
H -0.26 0.36 0.20



Of them, i has the highest stability.



i.
DFT (the ωB97M-V functional and the def2-TZVPD basis) results for the molecule CH4INOS.

Frontier orbital gap = 8.22 eV
Highest occupied orbital energy = -0.3522 Ha
Structure (SMILES) = C[S@@](=N)(=O)I
LUMO energy = -1.36 eV
Net charge = 0

Positions of all 9 atoms, in Å:
C -0.62 0.97 -0.37
S 0.26 -0.56 -0.11
N -0.34 -1.26 1.31
O 0.36 -1.35 -1.30
I 2.59 0.39 0.13
H -1.65 0.81 -0.38
H -0.36 1.59 0.50
H -0.59 1.27 -1.44
H 0.36 -1.85 1.67



ii.
DFT (the ωB97M-V functional and the def2-TZVPD basis) results for the molecule CH4INOS.

Frontier orbital gap (spin up / spin down) = 7.11 / 7.11 eV
Highest occupied orbital energy (spin up / spin down) = -0.3418 / -0.3418 Ha
Structure (SMILES) = C[S@@](=N)(=O)I
LUMO energy (spin up / spin down) = -2.20 / -2.19 eV
Net charge = 0

Positions of all 9 atoms, in Å:
C -0.69 0.92 -0.43
S 0.25 -0.58 -0.04
N -0.23 -0.96 1.35
O 0.24 -1.50 -1.14
I 3.04 0.44 0.03
H -1.67 0.59 -0.76
H -0.76 1.50 0.48
H -0.18 1.46 -1.22
H 0.00 -1.86 1.73



Of them, ii has the highest stability.



i.
DFT (the ωB97M-V functional and the def2-TZVPD basis) results for the molecule C5H15NSi.

Frontier orbital gap = 9.10 eV
Highest occupied orbital energy = -0.3024 Ha
Structure (SMILES) = CN([SiH3])C(C)(C)C
LUMO energy = 0.87 eV
Net charge = 0

Positions of all 22 atoms, in Å:
C 1.67 -0.85 -1.10
N 0.34 -0.49 -0.85
Si -0.85 -0.91 -1.99
C -0.03 0.41 0.59
C 1.06 0.55 1.67
C -0.65 1.71 0.04
C -1.14 -0.40 1.39
H 2.37 -0.13 -1.32
H 2.10 -1.36 -0.22
H 1.56 -1.60 -2.02
H -2.02 -0.61 -1.11
H -0.85 -0.03 -3.17
H -0.74 -2.46 -2.10
H 1.41 -0.40 1.89
H 1.81 1.14 1.27
H 0.65 1.08 2.59
H -1.06 2.26 0.93
H -1.45 1.62 -0.86
H 0.06 2.35 -0.40
H -2.07 -0.50 0.83
H -0.74 -1.42 1.60
H -1.41 0.03 2.33



ii.
DFT (the ωB97M-V functional and the def2-TZVPD basis) results for a cluster of 2 separate species, C5H15NSi in total.

Frontier orbital gap (spin up / spin down) = 7.95 / 6.54 eV
Highest occupied orbital energy (spin up / spin down) = -0.3059 / -0.2545 Ha
LUMO energy (spin up / spin down) = -0.38 / -0.39 eV
Net charge = 0

Positions of all 22 atoms, in Å:
C 0.84 0.31 1.58
C 2.14 0.04 -0.54
C 0.40 1.73 -0.44
C -0.40 -1.88 -0.08
C 0.75 0.37 0.00
N -0.24 -0.57 -0.56
Si -3.00 0.02 -0.48
H 0.85 -0.82 1.68
H 1.71 0.92 1.70
H -0.08 0.75 2.09
H 2.73 0.92 -0.47
H 1.87 -0.38 -1.59
H 2.77 -0.63 0.17
H 0.95 1.99 -1.30
H -0.69 1.73 -0.71
H 0.39 2.53 0.42
H 0.48 -2.48 -0.11
H -0.89 -2.07 0.90
H -0.99 -2.42 -0.83
H -3.05 1.11 0.44
H -2.81 -0.12 -1.89
H -3.73 -1.07 0.05



Of them, i has the highest stability.